[1]
The following is a quantum chemistry calculation of a structure of composition C16H41F6N4O23S5V at a distorted geometry, from the Open Molecules 2025 dataset.

Each line ends with the Löwdin charge.
Atoms and positions in Å:
O: -0.80385 3.12551 2.64101  -0.234
V: 0.45532 2.17881 2.65891  1.006
O: 1.74509 3.05930 2.73269  -0.266
C: 0.92520 -1.36726 0.72427  -0.658
F: 1.00476 -1.73425 2.00148  0.123
F: 2.09097 -0.88867 0.32690  0.148
F: 0.65410 -2.43608 -0.00438  0.165
S: -0.46096 -0.08175 0.54662  0.615
O: -1.09218 -0.28275 -0.70009  -0.220
O: -1.29704 -0.29564 1.70167  -0.292
N: 0.34665 1.37516 0.74643  -0.354
S: 0.76713 1.82101 -0.81050  0.617
O: 1.39023 0.76852 -1.52216  -0.249
O: -0.30518 2.50842 -1.42797  -0.222
C: 2.10680 3.05988 -0.57681  -0.690
F: 2.42210 3.50871 -1.76769  0.188
F: 1.66107 4.07303 0.17179  0.141
F: 3.15290 2.51345 0.01366  0.157
C: 1.08064 -3.42472 5.04467  -0.128
O: 0.11009 -2.48996 4.53751  -0.147
H: 0.51899 -4.32627 5.27053  0.081
H: 1.83578 -3.64013 4.28866  0.076
H: 1.52722 -3.06148 5.96987  0.079
H: 0.54526 -1.64391 4.42708  0.043
C: 3.14401 4.81650 -4.88245  -0.153
O: 4.11326 5.51083 -4.06951  -0.132
H: 3.52170 3.84362 -5.19846  0.072
H: 2.19158 4.72747 -4.36939  0.054
H: 3.05947 5.42250 -5.78124  0.080
H: 4.25148 4.99740 -3.27058  0.052
O: -2.53971 -3.29835 -4.48779  -0.270
S: -1.55471 -4.04709 -5.19116  0.549
O: -1.69184 -4.40232 -6.54993  -0.250
O: -0.17429 -3.24998 -5.12684  -0.243
C: 0.09625 -2.48345 -3.94797  -0.279
C: 1.44186 -1.81626 -4.09748  -0.056
C: -1.15958 -5.46116 -4.23030  -0.121
H: 0.14147 -3.11715 -3.05276  0.114
H: -0.69525 -1.76235 -3.73844  0.106
H: 2.22170 -2.57719 -4.03603  0.084
H: 1.60491 -1.16376 -3.23585  0.063
H: 1.55676 -1.21901 -4.99802  0.084
H: -1.93079 -6.21431 -4.36871  0.079
H: -1.11785 -5.13766 -3.19510  0.061
H: -0.20968 -5.84484 -4.59233  0.078
O: -7.11586 -0.30579 1.30582  -0.266
S: -6.92177 -0.33386 -0.08851  0.542
O: -8.02734 -0.19809 -0.95536  -0.251
O: -5.86180 0.79854 -0.44152  -0.243
C: -4.83041 1.00931 0.53629  -0.279
C: -3.83027 1.98351 -0.00217  -0.051
C: -5.97942 -1.76628 -0.54500  -0.114
H: -4.35737 0.04585 0.76166  0.109
H: -5.23870 1.34055 1.49230  0.109
H: -2.96931 1.93996 0.65897  0.057
H: -4.21877 2.99395 -0.08739  0.092
H: -3.46489 1.64500 -0.97396  0.083
H: -5.43247 -1.53557 -1.45080  0.080
H: -6.68470 -2.59029 -0.60577  0.078
H: -5.29436 -1.96510 0.27589  0.048
O: 5.47953 1.20280 0.89271  -0.265
S: 5.81230 0.57594 2.12405  0.528
O: 6.80136 -0.43130 2.16286  -0.243
O: 6.23835 1.65236 3.17231  -0.258
C: 5.52851 2.93860 3.22288  -0.223
C: 5.57564 3.40055 4.65060  -0.061
C: 4.30217 -0.02482 2.84659  -0.114
H: 4.50859 2.78021 2.87166  0.087
H: 6.05531 3.58604 2.52789  0.130
H: 6.57165 3.30651 5.07720  0.087
H: 4.80161 2.94512 5.26388  0.077
H: 5.38503 4.48018 4.68583  0.088
H: 3.98477 -0.94833 2.37491  0.065
H: 3.57480 0.77222 2.71793  0.033
H: 4.51616 -0.17591 3.90365  0.077
C: -1.62531 -4.13056 1.56981  0.045
N: -2.62052 -4.27905 0.47609  -0.441
O: -2.89547 -3.29730 -0.18578  0.065
O: -3.03501 -5.40520 0.27503  0.070
H: -1.77721 -4.90785 2.31057  0.101
H: -1.52500 -3.11744 1.93082  0.077
H: -0.70878 -4.46791 1.07594  0.102
C: -0.61532 1.48758 -4.38368  0.042
N: 0.60936 2.21413 -4.77822  -0.422
O: 1.65095 1.81851 -4.28428  0.052
O: 0.50444 3.11380 -5.57839  0.079
H: -0.37676 0.64754 -3.74407  0.069
H: -1.10426 1.08097 -5.26820  0.109
H: -1.29916 2.18234 -3.90757  0.099
C: -2.78004 0.54217 4.43231  0.046
N: -3.21818 1.95452 4.57421  -0.454
O: -2.73550 2.58086 5.49758  0.061
O: -4.01462 2.38021 3.77578  0.091
H: -1.92517 0.52314 3.76286  0.046
H: -3.61877 -0.05871 4.10043  0.110
H: -2.44991 0.17399 5.39968  0.099

Values from the calculation:
orbital gap: 5.78 eV
electronic energy: -166464.5916 eV

[2]
The following is a quantum chemistry calculation of a cluster of 4 separate species, C16H41N3O9PS3 in total at a distorted geometry, from the Open Molecules 2025 dataset.

Each line ends with the Löwdin charge.
Atoms and positions in Å:
C: 3.93709 -1.35324 0.28392  -0.153
C: 3.88677 -0.65193 -1.09250  -0.418
P: 3.79376 -1.99383 -2.34883  1.002
C: 2.16797 -2.87429 -2.16287  -0.379
C: 0.99891 -1.86943 -2.01941  -0.143
C: 3.76154 -1.30388 -4.06744  -0.483
C: 4.91067 -1.58803 -5.05087  -0.110
N: 4.54206 -0.59969 -6.12521  0.142
C: 3.49767 0.13075 -5.70469  -0.348
N: 2.58610 0.70234 -6.49664  0.205
N: 3.52201 0.13995 -4.30160  0.069
H: 4.44781 -2.30770 0.12881  0.052
H: 4.50208 -0.77758 1.00835  0.078
H: 2.93315 -1.59942 0.62061  0.057
H: 4.75836 -0.01444 -1.21347  0.078
H: 2.98130 -0.03799 -1.18843  0.034
H: 2.01703 -3.41360 -3.09594  0.067
H: 2.28277 -3.53192 -1.30703  0.072
H: 1.11498 -1.07343 -2.75504  0.061
H: 0.06594 -2.37193 -2.28463  0.071
H: 0.87976 -1.47332 -1.01459  0.059
H: 2.87899 -1.76391 -4.54228  0.111
H: 5.83469 -1.35557 -4.52830  0.121
H: 4.87550 -2.60490 -5.41790  0.129
H: 4.15800 -1.18802 -6.87257  0.164
H: 2.84323 1.49965 -7.06241  0.137
H: 1.62842 0.38288 -6.50564  0.139
H: 4.25977 0.78488 -4.01665  0.155
O: 2.03051 1.31505 0.13866  -0.292
S: 0.97678 1.31597 1.11597  0.589
O: -0.32474 0.82991 0.76998  -0.279
O: 0.84457 2.77251 1.73218  -0.249
C: 0.68684 3.88469 0.82475  -0.242
C: -0.72597 3.98868 0.28229  -0.064
C: 1.52046 0.51027 2.58134  -0.106
H: 1.41793 3.81705 0.01729  0.113
H: 0.92567 4.77511 1.40296  0.124
H: -0.96190 3.15299 -0.37671  0.059
H: -0.84567 4.91013 -0.28703  0.087
H: -1.45141 3.97650 1.09619  0.090
H: 2.48976 0.91312 2.86370  0.082
H: 1.60108 -0.55243 2.36445  0.071
H: 0.78552 0.67310 3.36648  0.059
O: -3.16135 2.46607 -2.22008  -0.285
S: -3.95577 1.39116 -1.70112  0.571
O: -4.71525 0.55321 -2.57683  -0.276
O: -4.91986 1.96697 -0.57020  -0.262
C: -5.75467 3.09353 -0.90238  -0.253
C: -6.96276 2.68963 -1.72449  -0.072
C: -2.96313 0.38538 -0.65432  -0.124
H: -5.16685 3.85986 -1.41076  0.114
H: -6.08077 3.51330 0.04764  0.121
H: -6.66859 2.34952 -2.71688  0.071
H: -7.63977 3.53598 -1.84224  0.082
H: -7.49739 1.86991 -1.24471  0.086
H: -2.42597 1.02263 0.03812  0.038
H: -2.26369 -0.15646 -1.28672  0.073
H: -3.60631 -0.31239 -0.12390  0.081
O: -0.68553 -0.62403 5.00507  -0.288
S: -0.72027 -1.51069 6.13214  0.573
O: 0.12659 -2.66054 6.18050  -0.269
O: -2.22578 -1.95765 6.38525  -0.259
C: -2.96155 -2.52169 5.28176  -0.250
C: -2.58039 -3.96509 5.01710  -0.072
C: -0.51648 -0.58465 7.61562  -0.117
H: -2.83165 -1.90609 4.38985  0.113
H: -4.01121 -2.46475 5.56350  0.123
H: -1.55854 -4.04185 4.64629  0.070
H: -3.24617 -4.40085 4.27182  0.082
H: -2.63874 -4.55223 5.93331  0.087
H: -1.19468 0.26404 7.59598  0.076
H: 0.51637 -0.24479 7.64878  0.078
H: -0.72558 -1.23252 8.46261  0.078

Values from the calculation:
orbital gap: 6.26 eV
electronic energy: -81940.0328 eV
total charge: +1

[3]
The following is a quantum chemistry calculation of a cluster of 10 separate species, C16H42N18O8 in total at a distorted geometry, from the Open Molecules 2025 dataset.

Each line ends with the Löwdin charge.
Atoms and positions in Å:
C: 8.38382 13.62050 12.85023  -0.115
C: 7.61829 12.77591 13.70744  -0.116
C: 8.32464 11.61471 13.85966  -0.155
N: 9.45288 11.73955 13.12276  -0.005
C: 9.53865 12.97054 12.49483  -0.124
H: 8.07704 14.60542 12.53115  0.088
H: 6.73268 13.03846 14.26388  0.088
H: 8.16100 10.70139 14.41419  0.112
H: 10.18624 11.06094 12.95515  0.094
H: 10.37727 13.25418 11.87385  0.115
C: 13.67414 5.45620 7.15500  -0.108
C: 15.00690 5.95125 6.80459  -0.093
C: 15.32066 6.99067 7.67954  -0.131
N: 14.30931 7.01276 8.59634  0.010
C: 13.32292 6.12832 8.31297  -0.163
H: 13.16748 4.63667 6.67464  0.089
H: 15.63586 5.58417 5.99436  0.084
H: 16.15832 7.65507 7.79936  0.086
H: 14.19705 7.69220 9.33248  0.109
H: 12.41533 6.08992 8.89854  0.096
N: 16.78666 12.39646 12.09487  0.141
C: 17.42707 11.10669 12.11091  -0.556
N: 16.74991 10.09775 12.87606  0.149
O: 18.44738 10.84746 11.46644  -0.019
H: 17.01400 13.03992 11.34506  0.096
H: 15.80897 12.42735 12.34544  0.069
H: 17.05910 9.13379 12.86234  0.101
H: 16.04045 10.28304 13.56778  0.041
N: 12.30016 6.29490 11.55868  0.128
C: 11.28242 6.12348 12.62871  -0.504
N: 10.50751 7.34997 12.85920  0.119
O: 11.15341 5.08658 13.29227  0.012
H: 12.91062 5.52785 11.34748  0.075
H: 12.12552 6.95157 10.80456  0.041
H: 10.46710 7.96693 12.05418  0.055
H: 9.56355 7.19510 13.18155  0.086
N: 7.03917 10.20067 10.71053  0.153
C: 7.89654 10.24002 9.62506  -0.631
N: 9.11992 10.80246 9.83269  0.198
O: 7.51494 9.77892 8.56136  -0.010
H: 6.06227 10.01150 10.50743  0.106
H: 7.19762 10.90152 11.41107  0.061
H: 9.26558 11.14706 10.76905  0.053
H: 9.91466 10.83973 9.19961  0.063
N: 11.00569 7.13871 6.07683  0.118
C: 10.27177 7.89574 7.19190  -0.430
N: 8.85249 8.02440 6.92237  0.133
O: 10.81542 8.34101 8.23297  -0.038
H: 10.66058 7.25103 5.15265  0.047
H: 11.98413 6.93690 6.05068  0.034
H: 8.20758 8.67240 7.39564  0.043
H: 8.60836 7.70752 5.97829  0.084
N: 16.25948 10.30575 6.89953  0.127
C: 16.46159 10.31864 8.33603  -0.529
N: 17.83428 10.24548 8.67370  0.166
O: 15.53788 10.40197 9.16630  -0.039
H: 16.93312 9.79527 6.33623  0.086
H: 15.32275 10.11603 6.55944  0.091
H: 18.11843 10.07600 9.62617  0.060
H: 18.56230 10.24921 7.97423  0.099
N: 11.94212 9.74831 14.54481  0.151
C: 13.24387 9.91838 15.03587  -0.594
N: 13.42801 9.50258 16.35786  0.142
O: 14.15757 10.46258 14.43187  -0.015
H: 11.86523 9.85205 13.52491  0.031
H: 11.57502 8.84992 14.85537  0.083
H: 14.33122 9.48783 16.81964  0.106
H: 12.63550 9.07177 16.81318  0.092
N: 13.87568 10.67372 11.48177  0.160
C: 12.70760 10.00204 11.04841  -0.499
N: 12.88121 9.49273 9.75802  0.165
O: 11.65239 9.92243 11.75493  -0.070
H: 14.71536 10.47980 10.96430  0.032
H: 14.03939 10.81119 12.47642  0.046
H: 12.13917 9.12154 9.17910  0.043
H: 13.73938 9.85749 9.35434  0.040
N: 11.93454 13.57386 6.77693  0.137
C: 12.16238 12.71930 7.89977  -0.583
N: 13.51913 12.56231 8.28062  0.146
O: 11.31250 12.08392 8.47305  0.031
H: 12.71577 13.94751 6.26094  0.079
H: 11.06355 13.63943 6.28722  0.090
H: 13.82913 12.07158 9.12781  0.071
H: 14.11253 13.24761 7.85594  0.075

Values from the calculation:
orbital gap: 8.55 eV
electronic energy: -60482.9596 eV

Q: Which value of orbital gap does entry 1 give?
A: 5.78 eV

Q: Look up the orbital gap of the second one.
A: 6.26 eV

Q: Which of these has the lowest electronic energy?
A: C16H41F6N4O23S5V

Q: Which of these has the highest orbital gap?
A: C16H42N18O8